Entry 1:
C38H55As2Br2F6N7O3RbSeSi3 | wB97M-V/def2-TZVPD

```
118
Properties=species:S:1:pos:R:3:forces:R:3
C 1.027 5.500 3.587 0.1604 0.6258 -0.3268
C 1.750 -0.886 -5.703 0.3376 -0.3133 0.8297
H -4.786 0.757 -4.639 0.1160 -0.0090 0.0198
N -1.276 3.735 0.241 0.1898 -0.3874 0.1595
Se 2.163 1.839 3.009 -0.7481 -0.6294 -0.7392
C 3.207 -4.145 2.795 -0.4510 -0.7646 0.6099
C 2.521 2.170 -0.073 0.5917 0.5922 0.1097
H -2.362 5.539 3.868 0.3763 -0.2249 0.2111
C -2.619 -1.002 3.876 1.0650 1.1565 -2.0731
C 2.722 3.643 -0.439 -0.4961 0.3426 -0.1266
C -2.285 -3.207 5.041 1.7629 -0.0884 -1.8206
C -1.895 -2.289 3.977 -0.2573 -1.0526 0.6811
C 2.722 -5.410 4.816 -0.2871 0.0794 -0.1255
H -2.031 3.041 3.856 0.3084 0.4508 -0.2731
C 2.231 -3.049 4.780 0.3990 -0.9293 -0.1712
H -1.881 -5.188 5.822 0.1879 0.4134 -0.6291
H 3.461 -6.272 2.984 0.1382 -0.1574 -0.0015
H 2.107 -3.665 -4.300 0.4023 -0.0059 -0.1359
C -0.814 -4.808 3.965 -0.5060 -0.3141 0.4666
H 2.269 -0.457 -1.711 -0.3413 0.0842 0.4735
C 2.606 -1.697 2.832 2.4207 0.2783 -4.0174
H 3.549 -4.054 1.759 -0.2036 0.0689 0.5017
H -1.914 3.410 -3.732 0.0148 -0.0371 0.0376
H -4.477 -1.261 6.735 0.1946 -0.0615 -0.2944
H -3.183 0.113 -0.003 0.0320 0.1432 0.0551
F -3.118 -3.921 -1.358 1.2691 0.9035 0.6563
H -2.299 -2.959 -4.692 0.0245 0.0689 -0.0054
C 1.200 4.117 3.371 0.3140 -0.4326 -0.6949
Si 1.334 -1.357 -3.877 -0.2150 0.7087 0.0833
Si -2.531 -0.456 -4.660 0.8028 0.5826 0.4263
Si 0.218 2.173 -4.219 -0.2089 -0.6865 -0.1454
N 0.386 1.923 3.228 0.4334 0.1798 0.9490
H -0.942 2.632 -6.462 0.1270 0.0359 0.1777
C -3.897 0.752 -3.994 0.3763 -0.3532 -0.6615
H -0.657 3.043 -0.166 0.2662 -0.1031 0.0823
H -4.352 2.172 0.092 0.2177 0.1047 0.0945
C -1.194 3.743 3.727 -0.8071 0.2624 -0.1057
C 4.031 0.449 0.918 -1.8072 -3.6323 1.0665
As -1.750 -2.808 -1.069 1.6633 1.3105 -1.0210
H -0.829 3.513 -2.340 0.0592 -0.1100 0.3308
F -0.665 -4.034 -0.414 -0.9147 -0.0671 -0.7448
N -2.618 0.952 0.016 0.4656 -0.1998 0.0336
C -3.174 -2.791 6.027 -0.3828 0.8550 -0.3369
H 0.395 -3.544 -4.652 -0.1434 -0.0791 -0.0106
H 0.941 -3.727 -2.973 0.0552 0.2607 -0.2371
C 5.347 0.114 1.559 0.0332 -0.1926 -0.4191
H -0.348 -5.800 3.896 -0.2623 0.5286 0.0876
C -2.671 3.480 -0.007 -1.2479 -0.0209 -0.0888
H 3.179 -1.839 -2.289 0.0204 0.1104 0.0316
H 2.351 3.438 -3.813 0.0248 0.1383 0.0041
H -1.030 4.653 -0.115 0.1061 -0.2106 0.0659
H -0.552 4.529 -3.752 0.0407 0.1176 -0.0200
N -1.012 -2.615 3.020 -1.0176 -0.0355 0.4769
C 1.167 -3.261 -3.939 -0.2827 0.5410 0.2850
H 2.642 -1.443 -5.986 0.1550 -0.1452 -0.2154
C -0.876 3.541 -3.418 0.4796 -0.3882 -0.8732
C 3.782 1.688 0.362 -1.4153 0.7618 -1.0504
C -1.669 -4.473 5.005 0.3849 -0.6066 0.1528
C 2.711 -3.035 3.474 -0.1057 1.7310 -0.4002
H 2.307 1.994 -2.787 -0.1624 0.1347 -0.2421
H 0.933 -1.175 -6.359 -0.1283 -0.0760 -0.0958
F -1.244 -2.974 -2.733 -0.6164 -1.0088 0.5565
H 2.844 4.243 0.476 -0.1172 -0.1538 -0.2271
C 2.076 2.384 -3.789 -0.6653 -0.0630 0.2672
O 1.953 -0.754 3.345 -0.8652 0.1336 1.0466
H 1.967 0.168 -5.853 -0.0589 0.1202 0.0807
H 1.867 4.011 -1.004 -0.1079 0.1403 -0.0938
H -2.827 -0.686 -7.120 0.1413 0.1863 -0.0583
H 2.714 -6.364 5.343 -0.0367 0.1834 -0.0834
C 2.686 -0.910 -2.596 -0.1119 -0.3412 -0.8566
F -2.702 -1.403 -1.541 -0.4147 -0.8022 -0.0704
As -0.566 0.090 -3.234 -0.0832 0.0801 -0.9802
H -3.358 2.106 1.556 0.0670 0.0775 -0.1738
C -3.541 -0.702 4.907 -0.5777 0.2728 0.6281
F -2.112 -2.373 0.548 -0.6784 -0.3919 0.3545
C -2.126 -0.095 -6.513 -0.6044 -0.6475 0.6355
C -1.355 5.110 3.801 -0.0552 -0.2498 0.0422
H -3.526 1.779 -3.919 0.0599 -0.1194 -0.1299
H 0.239 1.365 -6.679 0.1722 0.0345 0.1687
H 3.448 -0.210 -2.947 -0.0289 -0.0988 -0.1990
H 2.701 1.859 -4.507 0.0383 -0.1116 -0.1271
H -2.241 0.957 -6.743 0.0360 0.1068 -0.1270
H -3.801 -2.449 -5.413 -0.5138 0.0213 -0.5362
F -0.322 -1.697 -1.044 -0.7666 -0.8505 0.8242
O 1.355 1.678 -0.126 0.9181 0.1908 0.0635
C -3.131 -2.264 -4.594 0.4244 0.5759 0.2159
C 0.083 3.211 3.442 0.9294 -0.0880 0.0464
H 3.630 3.730 -1.036 -0.0672 0.2372 -0.0813
Rb -0.177 -0.256 1.408 0.6536 0.0587 -0.7130
H 1.936 6.111 3.540 -0.4811 -0.0239 0.0159
C 3.160 -5.363 3.482 0.0975 0.5239 0.2758
H 4.576 2.406 0.256 0.3544 -0.0467 0.1440
H -0.416 7.086 3.787 0.1437 -0.4393 0.1543
Br -4.470 0.922 4.812 0.0272 -0.0033 0.0120
Br -3.646 -3.877 7.442 -0.1784 -0.5810 0.7125
C -0.568 -3.861 2.965 0.1667 0.2377 -0.1077
N 3.300 -1.581 1.635 -1.2988 -3.3888 4.0340
H 6.158 0.411 0.905 0.3526 0.0909 -0.2047
C -3.303 2.128 0.455 -0.1927 1.0510 0.5480
H -0.021 -4.133 2.062 0.1737 0.1668 0.3053
H 1.827 -4.298 6.452 0.1920 -0.1543 0.0707
O -2.470 -0.201 2.924 -0.2062 -1.1776 1.2315
H -4.216 0.468 -2.998 0.0419 -0.2290 0.2483
H 0.756 3.043 -6.505 0.5206 0.4773 -0.3019
N 3.038 -0.461 1.019 1.3062 4.3462 -1.5398
C 0.060 2.304 -6.157 -0.6003 -0.0643 0.8434
H -1.105 -0.419 -6.734 -0.1925 0.0956 -0.0140
C -0.234 6.005 3.750 -0.1664 -0.1440 -0.1933
N 2.370 3.556 3.003 -0.3490 1.1260 1.3566
H 5.493 0.634 2.500 -0.0926 0.1088 0.3317
H -3.210 4.278 0.534 -0.1147 -0.3188 -0.1266
H 1.889 -2.129 5.226 -0.1270 0.0866 -0.1126
H 5.357 -0.967 1.729 0.2327 0.2026 0.0725
H -2.981 3.603 -1.066 0.2638 -0.0862 0.0121
C 2.245 -4.250 5.450 0.0359 -0.8115 0.1688
C -3.779 -1.553 5.947 -0.7796 0.2210 1.0296
H -2.187 1.053 -0.884 0.1480 -0.0335 -0.5746
H -3.642 -2.494 -3.663 0.0271 0.0177 0.0781
```
Forces are in eV/Å.

The value obtained for the molar mass is 1330.23 g/mol. For the HOMO energy (spin up / spin down), the calculation gives -0.7 / -0.7 eV. The value obtained for the total energy is -15603.02707 Ha. As for the LUMO energy (spin up / spin down): 3.02 / 1.27 eV. The spin multiplicity is 2. The orbital gap (spin up / spin down) comes out at 3.768 / 2.009 eV. Its total charge is -2.

---

Entry 2:
C38H55BCrN18O2S2 | wB97M-V/def2-TZVPD

```
117
Properties=species:S:1:pos:R:3:forces:R:3
N 2.674 -0.595 0.451 0.4717 0.1058 0.1123
H 2.877 3.210 1.494 0.2960 0.0367 0.1261
H -2.399 -3.855 -1.533 -0.0083 -0.0447 0.0186
C -2.899 0.970 -1.196 -0.3503 0.0467 -0.2212
N 0.514 -2.493 -1.054 0.1698 -0.3696 -0.1118
C 1.558 1.161 -3.088 0.1004 -0.0237 0.0944
C 3.373 0.027 1.412 0.0339 0.2458 0.0684
H -3.188 1.412 6.304 -0.0102 -0.0130 -0.0196
C 0.046 -3.408 3.082 0.0431 0.0129 -0.0213
H -0.153 -0.763 5.359 0.0130 0.0452 -0.0477
H -1.101 3.722 4.370 -0.0107 -0.0109 -0.0452
C -4.979 2.445 2.345 0.0777 0.0273 0.0787
H -5.440 3.094 3.098 0.0046 -0.0222 -0.0179
N 2.819 0.700 2.426 0.0706 -0.2574 -0.2288
H 1.374 5.689 1.042 0.0354 0.0378 -0.0231
C 2.076 -2.437 4.214 0.0418 0.0361 -0.0228
H -0.947 5.681 0.142 -0.0148 0.0018 0.0315
N -2.376 -1.199 1.603 0.0580 -0.1274 -0.0853
H 4.016 5.145 0.447 0.0502 -0.0268 0.0454
C 3.505 2.712 -2.645 -0.0308 0.0022 -0.0308
C -2.662 0.859 5.518 -0.0105 0.0100 0.0262
H 4.091 2.212 -3.420 0.0005 0.0297 0.0085
C 3.877 3.493 1.802 0.1338 -0.2350 0.1275
C 4.844 -0.882 -0.366 0.0939 0.0955 0.0047
H -1.515 5.017 1.676 -0.0627 -0.0300 0.0037
H -4.867 2.017 -1.012 0.0248 -0.0186 0.0250
H 2.987 3.559 -3.108 0.0154 -0.0090 0.0195
C -0.727 5.603 1.210 0.0147 0.0037 -0.0485
H 6.315 2.443 3.892 -0.0258 0.0296 -0.0150
N -3.514 -1.770 1.442 0.0572 0.0053 -0.0594
C -3.301 2.306 0.516 0.0902 -0.1954 -0.1745
H -4.488 1.612 2.852 -0.0322 0.0197 -0.0416
H -0.514 -3.441 2.148 -0.0310 0.0375 0.0124
N -0.024 -4.447 -1.943 0.1153 -0.0717 -0.1273
H -3.769 -1.636 -1.500 -0.3793 0.3606 -0.4333
H -5.004 5.141 1.489 -0.0261 -0.0513 -0.0159
N -3.495 -2.574 0.351 -0.0767 -0.0891 0.4209
H 7.481 4.382 2.850 -0.0218 -0.0024 -0.0043
C 4.525 2.742 2.774 -0.0891 0.0939 -0.0055
H -2.361 -0.109 5.919 -0.0190 0.0158 -0.0393
H -5.767 2.028 1.713 0.0172 -0.0073 0.0077
N 0.364 2.503 0.745 -0.0254 0.0128 0.1478
N 1.639 -3.177 -1.412 0.0516 0.1504 -0.0372
H 3.098 -1.586 -1.373 -0.1121 -0.0869 -0.0735
C -0.468 -3.333 -1.398 -0.1646 0.1420 -0.0271
N -1.820 -3.082 -1.251 0.0422 -0.0729 0.1468
C -1.452 1.667 5.020 -0.0899 0.0023 -0.0709
H -3.226 3.644 2.150 0.2171 0.1046 0.1069
H -4.002 4.862 0.053 0.0205 0.0125 0.0171
N 0.154 -0.114 2.188 -0.3528 0.3099 0.4747
N -1.530 -1.606 0.612 -0.3841 -0.0785 0.2218
H -0.674 -3.285 3.894 0.0427 -0.0284 0.0177
H 0.851 1.928 -3.417 0.0117 -0.0080 -0.0077
H -1.086 0.447 -3.344 -0.0684 -0.0492 0.0397
H 2.733 -1.572 4.308 -0.0038 0.0122 -0.0121
C 3.526 -1.063 -0.539 -0.2819 -0.2255 0.1496
N 1.316 -4.301 -1.939 -0.0529 0.0604 0.0306
H 2.111 0.798 -3.960 -0.0119 -0.0282 0.0292
H 1.600 -2.266 2.136 0.0463 0.0242 -0.0164
S 3.628 1.425 3.570 -0.0062 -0.0109 -0.2741
H -1.872 -1.083 -3.781 0.0104 -0.0111 0.0249
C 5.817 3.058 3.152 0.0469 -0.0602 -0.0138
C -4.082 -0.939 -2.281 0.0631 -0.0637 -0.0412
C -3.879 1.806 -0.630 0.0813 0.0141 0.0184
H 7.467 5.959 1.042 0.0188 -0.0269 -0.0284
H -4.213 -1.495 -3.215 -0.0074 0.0306 -0.0159
C -3.975 3.226 1.490 -0.0303 -0.1206 0.0396
H -1.206 3.069 2.231 -0.0267 0.0230 0.0825
N -2.048 1.769 0.608 0.0391 0.3205 0.2075
C 0.360 -0.928 3.212 0.0056 0.0037 -0.0320
C 0.650 4.966 1.427 -0.0870 0.0010 0.1697
H 2.357 4.503 -0.862 -0.0465 -0.0759 0.0004
H 4.196 3.098 -1.891 -0.0222 -0.0033 -0.0105
S 5.124 -0.058 1.119 -0.1579 0.1108 0.2397
H -0.748 6.609 1.642 0.0092 -0.0411 0.0093
C -0.177 -0.363 4.357 0.0196 -0.0769 0.1097
H -3.447 0.871 -3.213 0.0169 0.0195 -0.0879
Cr 0.414 -0.826 0.310 0.1779 -0.0711 -0.4217
H 2.694 -3.316 4.019 -0.0347 -0.0203 0.0371
H -2.287 3.524 5.663 0.0087 -0.0104 -0.0074
H 2.022 4.979 3.129 -0.0490 -0.0452 0.0130
H 3.088 0.893 -1.631 -0.0147 0.1149 -0.0099
H -3.355 0.674 4.694 0.0202 0.0048 0.0395
C 0.979 4.737 2.917 -0.0201 0.0121 -0.0364
H -0.731 1.729 5.841 0.0268 -0.0264 0.0207
H -2.717 3.093 4.015 -0.1140 0.0741 -0.1372
H 0.351 5.367 3.554 0.0135 0.0153 -0.0163
N -0.528 0.979 2.631 0.0938 -0.1501 0.0285
H 6.130 6.240 0.097 0.0020 -0.0140 -0.0251
B -0.880 2.112 1.609 -0.1718 -0.1098 -0.1640
C -3.048 0.177 -2.464 0.0177 -0.0973 -0.0696
N 0.900 1.648 -0.166 -0.1941 0.0580 0.2789
O 4.637 0.596 4.203 0.0507 -0.0752 0.0397
C -1.714 -0.365 -2.972 0.0133 0.1694 0.0530
C 2.513 1.729 -2.033 -0.0459 -0.1020 -0.0612
H 0.833 3.697 3.209 0.0023 0.0496 0.0273
H -5.549 4.028 0.225 0.0383 0.0175 -0.0074
H 0.983 0.331 -2.673 0.0487 0.0875 -0.0423
C 6.465 4.133 2.561 0.0520 0.0505 -0.0010
C -4.671 4.385 0.770 0.0116 -0.0124 0.0290
C 0.891 3.742 0.587 -0.2585 0.0611 -0.3673
H 5.645 -1.178 -1.024 -0.0571 -0.0253 0.0390
C -1.906 3.090 4.734 0.1244 0.0081 -0.0284
N -1.814 0.965 -0.458 0.2498 0.0634 0.2241
C 1.741 2.349 -0.904 0.1751 0.0830 -0.2109
N 6.461 6.017 1.023 -0.0243 0.0208 0.0508
H -1.168 -0.865 -2.170 -0.0764 0.0732 -0.1965
C 1.059 -2.253 3.087 -0.0789 -0.0214 0.0119
O 2.674 2.079 4.432 -0.0242 -0.0562 0.1158
C -2.271 -2.435 -0.112 0.4129 -0.2434 0.1318
C 4.523 4.563 1.211 0.0116 0.0434 -0.0109
H 1.564 -2.587 5.170 0.0249 0.0156 -0.0206
C 1.761 3.688 -0.483 -0.1727 -0.0073 -0.1420
H 0.564 -4.363 3.209 -0.0130 0.0170 -0.0187
C 5.823 4.895 1.588 0.0234 0.0085 0.0186
H -5.051 -0.527 -1.987 -0.0070 -0.0014 0.0260
C -0.739 0.837 3.968 0.1154 0.0610 -0.1162
```
Forces are in eV/Å.

The value obtained for the molar mass is 922.92 g/mol. For the HOMO energy (spin up / spin down), the calculation gives -2.7 / -3.0 eV. The value obtained for the total energy is -4483.06417 Ha. As for the LUMO energy (spin up / spin down): 3.96 / 3.96 eV. The spin multiplicity is 5. The orbital gap (spin up / spin down) comes out at 6.705 / 6.961 eV. Its total charge is -2.

---

Quick rundown of relative energy (zero: lowest compared OMol25 entry of this formula, charge and spin), same order as above: 0.00 59.65 kJ/mol
Quick rundown of F_max, same order as above: 5.426 0.679 eV Å⁻¹